Molecular formula: ClH3N2S
Method: DFT, the ωB97M-V functional and the def2-TZVPD basis

Frontier orbital gap   9.003 eV
HOMO energy   -0.3484 hartree

ORCA input file:
```
! wB97M-V def2-TZVPD RIJCOSX def2/J DEFGRID3
* xyz 0 1
N 0.016 -1.478 0.344
N -0.064 0.885 -0.039
S 0.693 -0.477 -0.583
Cl 2.759 -0.067 0.133
H 0.706 -2.854 -0.134
H -0.738 0.822 0.708
H -0.003 1.733 -0.573
*
```

---

Molecular formula: C39H50N4O5S2Se2W
Method: DFT, the ωB97M-V functional and the def2-TZVPD basis

Frontier orbital gap (alpha / beta)   7.021 / 7.018 eV
HOMO energy (alpha / beta)   -0.4725 / -0.4727 hartree

ORCA input file:
```
! wB97M-V def2-TZVPD RIJCOSX def2/J DEFGRID3
* xyz 2 1
W 0.196 -0.533 -0.447
O 1.615 -0.330 -1.734
C 2.812 0.211 -1.337
C 3.935 0.117 -2.135
C 5.106 0.730 -1.704
C 5.141 1.434 -0.504
C 3.994 1.525 0.275
C 2.831 0.886 -0.137
C 1.547 0.992 0.604
N 1.054 0.015 1.386
N 0.121 0.470 2.324
C -0.972 0.807 1.755
O -1.148 0.633 0.431
C -2.128 1.292 2.542
C -1.958 1.737 3.851
C -3.061 2.155 4.579
C -4.329 2.134 4.005
C -4.498 1.695 2.699
C -3.396 1.276 1.966
H 3.886 -0.407 -3.083
H 5.995 0.671 -2.321
H 6.051 1.927 -0.189
H 4.006 2.082 1.205
H 1.233 1.990 0.902
H -0.966 1.753 4.283
H -2.933 2.506 5.596
H -5.186 2.468 4.578
H -5.485 1.682 2.252
H -3.517 0.932 0.946
O 1.381 -2.217 0.089
S 1.717 -2.669 1.536
C 1.405 -4.449 1.547
C 0.017 -4.800 2.073
C -1.080 -4.601 1.021
C -2.373 -4.053 1.612
S -2.384 -2.209 1.527
O -1.046 -1.905 0.864
C -2.298 -1.836 3.252
C -1.100 -1.806 3.947
C -1.129 -1.544 5.307
C -2.342 -1.321 5.951
C -3.533 -1.343 5.237
C -3.516 -1.592 3.871
C 3.492 -2.715 1.625
C 4.254 -2.227 0.579
C 5.640 -2.246 0.698
C 6.238 -2.737 1.849
C 5.455 -3.208 2.898
C 4.074 -3.195 2.795
H 2.189 -4.866 2.177
H 1.576 -4.768 0.515
H -0.188 -4.181 2.949
H 0.028 -5.830 2.429
H -1.287 -5.526 0.481
H -0.713 -3.891 0.288
H -2.496 -4.292 2.666
H -3.259 -4.392 1.076
H -0.162 -1.947 3.433
H -0.202 -1.511 5.867
H -2.357 -1.119 7.014
H -4.473 -1.151 5.737
H -4.440 -1.599 3.301
H 3.782 -1.852 -0.311
H 6.248 -1.871 -0.116
H 7.317 -2.751 1.935
H 5.920 -3.582 3.800
H 3.470 -3.542 3.627
C -0.958 3.459 -0.381
Se 0.086 2.441 -1.641
C -1.310 2.249 -2.957
C -2.332 1.196 -2.581
Se -1.584 -0.569 -2.388
C -0.523 -0.572 -3.992
H -1.375 4.314 -0.906
H -0.282 3.812 0.396
H -1.737 2.842 0.058
H -0.820 2.043 -3.903
H -1.793 3.223 -3.040
H -3.109 1.107 -3.341
H -2.812 1.410 -1.627
H -1.159 -0.188 -4.786
H -0.257 -1.607 -4.180
H 0.372 0.024 -3.857
C -0.852 -5.759 -3.289
N -0.913 -4.625 -2.360
C -2.266 -4.167 -2.061
C 0.121 -3.768 -2.137
O -0.148 -2.586 -1.813
N 1.396 -4.210 -2.276
C 2.470 -3.268 -2.574
C 1.820 -5.590 -2.054
H -1.763 -5.756 -3.885
H -0.788 -6.717 -2.775
H -0.013 -5.657 -3.971
H -2.883 -5.033 -1.816
H -2.708 -3.656 -2.919
H -2.253 -3.480 -1.222
H 2.154 -2.259 -2.350
H 2.757 -3.339 -3.626
H 3.340 -3.513 -1.963
H 1.047 -6.159 -1.546
H 2.703 -5.571 -1.412
H 2.093 -6.103 -2.977
*
```

---

Molecular formula: C36H36IrN8O3S
Method: DFT, the ωB97M-V functional and the def2-TZVPD basis

Frontier orbital gap (alpha / beta)   6.110 / 6.106 eV
⟨S²⟩   0.76
HOMO energy (alpha / beta)   -0.4389 / -0.4392 hartree

ORCA input file:
```
! wB97M-V def2-TZVPD RIJCOSX def2/J DEFGRID3
* xyz 2 2
Ir 1.112 0.898 -1.268
C 3.312 0.841 -3.148
N 2.896 0.107 -1.911
C 2.691 -1.348 -2.205
C 1.941 -1.926 -1.057
N 1.027 -1.010 -0.349
C 0.196 -2.806 0.699
C -0.033 -2.380 2.741
C -1.341 -4.532 1.813
C -0.542 -5.483 0.942
C 0.423 -5.190 0.053
C 0.831 -3.825 -0.120
N 1.682 -3.278 -0.957
C 2.681 2.199 -3.182
N 1.751 2.528 -2.296
C 1.315 3.822 -2.627
C 0.385 4.668 -2.030
C 0.182 5.897 -2.624
C 0.885 6.285 -3.774
C 1.832 5.467 -4.355
C 2.033 4.233 -3.750
N 2.889 3.178 -4.065
H 2.927 0.279 -4.000
H 4.398 0.885 -3.241
H 3.591 0.223 -1.177
H 3.647 -1.838 -2.403
H 2.115 -1.357 -3.131
H -0.318 -1.826 3.625
H -1.222 -4.881 2.841
H -0.825 -6.522 1.058
H 0.895 -5.985 -0.513
H 2.177 -3.881 -1.605
H -0.146 4.388 -1.133
H -0.534 6.584 -2.192
H 0.684 7.253 -4.212
H 2.385 5.775 -5.232
H 3.573 3.167 -4.807
O -1.031 0.289 -4.505
C -0.659 0.531 -3.399
O 0.493 0.045 -2.898
C -1.438 1.355 -2.395
C -2.700 1.835 -2.662
C -3.357 2.567 -1.683
C -2.714 2.804 -0.479
C -1.438 2.308 -0.283
N -0.813 1.585 -1.217
H -3.135 1.622 -3.629
H -4.355 2.947 -1.856
H -3.189 3.370 0.310
H -0.901 2.468 0.638
S -3.078 -4.851 1.365
C -0.928 -3.049 1.704
C 1.099 -2.155 1.763
C 1.493 -0.820 1.108
N -0.221 -1.732 -0.202
C -1.409 -1.185 0.352
C -1.920 -1.966 1.300
C -3.958 -4.099 2.698
C -3.388 -3.632 3.876
C -4.207 -3.004 4.806
N -5.513 -2.823 4.655
C -6.051 -3.307 3.535
C -5.331 -3.940 2.535
H 1.999 -2.727 2.011
H 2.578 -0.715 1.067
H -1.848 -0.307 -0.091
H -2.857 -1.799 1.808
H -2.337 -3.753 4.103
H -3.775 -2.627 5.727
H -7.121 -3.175 3.424
H -5.835 -4.302 1.648
C 0.740 2.113 3.128
C 1.696 1.270 2.303
C 2.734 0.632 3.216
C 2.348 2.064 1.173
O 0.859 0.301 1.618
H 1.242 3.007 3.500
H 0.374 1.543 3.981
H -0.123 2.417 2.539
H 3.190 1.402 3.838
H 3.541 0.137 2.674
H 2.256 -0.092 3.879
H 2.879 2.964 1.486
H 1.544 2.428 0.494
H 3.070 1.446 0.631
*
```

---

ΔE to the lowest compared entry with this formula, charge and spin (computed, kcal per mole): 55.0 0.0 165.8